[1]
Below is an isolated molecule of C3H6N2, with properties calculated with wB97M-V/def2-TZVPD.

Summary:
Frontier orbital gap: 0.333 hartree
Structure (SMILES): C=C/C=N\N
Energy relative to the best compared isomer or geometry (same formula, charge and spin): 330.5 kJ/mol

ORCA input file:
```
! wB97M-V def2-TZVPD RIJCOSX def2/J DEFGRID3
* xyz 0 1
C 1.18 -0.58 0.05
C 0.17 -0.26 1.09
C -1.26 -0.21 0.98
H 0.18 0.77 -2.64
H -0.55 0.98 -1.25
H 2.21 -0.54 0.54
H 0.54 0.01 2.13
H -1.82 -0.09 1.98
H -1.88 -0.46 0.09
N 0.03 0.33 -1.80
N 1.20 0.06 -1.16
*
```

[2]
Below is a structure of composition C8H7N4O6RuS2, with properties calculated with wB97M-V/def2-TZVPD.

Summary:
Frontier orbital gap (alpha / beta): 0.243 / 0.171 hartree

ORCA input file:
```
! wB97M-V def2-TZVPD RIJCOSX def2/J DEFGRID3
* xyz 1 5
Ru 4.47 11.87 6.28
N 4.07 14.64 9.39
C 4.41 13.64 8.56
S 4.25 13.89 6.83
N 4.80 12.50 9.08
N 4.83 11.48 8.23
C 5.15 10.27 8.73
C 4.67 9.07 8.17
C 5.25 7.88 8.70
C 5.01 6.62 8.11
C 4.21 6.56 7.03
C 3.50 7.68 6.50
C 3.79 8.93 7.00
O 3.34 10.03 6.42
H 3.69 15.46 8.96
H 4.21 14.44 10.40
H 5.91 10.20 9.56
H 5.79 8.01 9.65
H 5.42 5.71 8.53
H 4.05 5.57 6.63
H 2.71 7.53 5.76
O 3.45 13.67 4.17
N 4.08 12.62 4.45
O 4.50 11.91 3.45
S 5.32 10.17 3.92
O 4.11 9.41 3.83
O 6.36 10.03 3.00
O 5.76 10.58 5.30
*
```